{
  "formula": "C16H22Cl5OS3Se2Tc",
  "method": "ωB97M-V/def2-TZVPD",
  "energy_ev": -246970.791,
  "max_force_ev_per_a": 3.457,
  "multiplicity": 4,
  "molar_mass_g_mol": 759.74,
  "lumo_energy_ev": [-10.43, -11.98],
  "orbital_gap_ev": [5.28, 3.71],
  "homo_ev": [-15.7, -15.7],
  "relative_energy_kj_mol": 587.6,
  "charge": 3,
  "elements": ["Tc", "C", "C", "S", "C", "C", "S", "C", "C", "S", "H", "H", "H", "H", "H", "H", "H", "H", "H", "H", "H", "H", "C", "Se", "C", "C", "Se", "C", "H", "H", "H", "H", "H", "H", "H", "H", "H", "H", "Cl", "C", "C", "Cl", "C", "Cl", "C", "O", "C", "Cl", "C", "Cl"],
  "xyz": [[-2.2675, 3.0053, 0.1581], [2.6665, -3.5514, -2.2119], [1.3441, -4.3361, -2.4274], [-0.1791, -3.6806, -1.7593], [-0.2442, -4.1249, -0.0500], [0.6947, -3.3630, 0.8830], [1.2678, -1.8491, 0.0530], [2.9614, -1.8683, 0.6083], [4.0792, -2.7075, -0.0273], [3.7406, -4.2557, -0.9544], [2.4341, -2.5454, -1.9440], [3.2882, -3.5900, -3.1402], [1.4424, -5.3575, -1.9803], [1.1814, -4.4597, -3.5515], [-0.1134, -5.2159, 0.0049], [-1.3047, -3.9715, 0.2064], [1.6031, -3.9684, 1.1806], [0.1819, -3.0494, 1.7852], [3.0150, -1.9967, 1.6665], [3.2281, -0.8267, 0.3997], [4.7755, -2.9808, 0.7554], [4.5075, -2.0435, -0.7683], [-1.7651, 4.8505, 0.5145], [-1.9059, 2.3361, 2.4699], [-0.1424, 1.4133, 2.4890], [0.5139, 1.7298, 3.7922], [-0.0540, 0.3730, 5.1592], [0.7029, 1.4358, 6.6040], [-0.9567, 4.7932, -0.2960], [-1.5797, 4.8066, 1.5617], [-2.6245, 5.4718, 0.1385], [0.4778, 1.6422, 1.6461], [-0.4279, 0.3288, 2.4095], [0.1378, 2.6202, 4.2426], [1.6065, 1.7974, 3.8257], [-0.0727, 2.1474, 7.0231], [1.6491, 1.9779, 6.3619], [0.9060, 0.6972, 7.3773], [-4.3416, 3.0338, -6.2514], [-3.5319, 2.5978, -4.8628], [-4.2103, 2.7427, -3.6468], [-5.8592, 2.9986, -3.6572], [-3.5623, 2.6610, -2.4575], [-4.3691, 2.6320, -0.8777], [-2.1956, 2.2264, -2.4349], [-1.6583, 1.6715, -1.3271], [-1.5346, 2.0760, -3.6451], [0.1986, 1.9419, -3.7167], [-2.2138, 2.1587, -4.8974], [-1.4897, 1.5748, -6.4312]],
  "atomic_forces_ev_per_a": [[0.610, -3.179, -1.214], [0.608, -0.896, -1.208], [0.507, -1.206, -1.119], [0.682, 0.875, -0.549], [-0.633, -0.998, 0.874], [0.769, -0.653, 0.035], [-0.610, -0.533, 0.189], [0.788, 0.837, -0.722], [-0.568, -0.195, -1.000], [-0.414, 0.241, 1.199], [0.038, 0.658, -0.232], [-0.905, 0.210, 0.470], [-0.094, 0.635, -0.436], [-0.113, 0.217, 1.522], [0.136, 0.220, 0.082], [0.336, 0.124, -0.026], [-1.085, 0.618, -0.563], [-0.115, -0.184, 0.204], [-0.520, -0.098, 0.884], [0.199, -0.045, 0.306], [0.354, 0.086, -0.104], [0.717, -0.111, 0.075], [-0.562, 0.400, -2.861], [-0.622, -0.582, -0.743], [-1.047, -1.152, -0.515], [-0.062, -1.184, 0.752], [0.955, 1.668, -0.015], [-0.186, 0.267, 1.040], [-0.205, 0.763, 1.369], [0.669, 1.021, 0.487], [0.843, -0.123, 0.566], [0.282, 0.291, -0.460], [0.493, 0.976, -0.067], [-0.215, 0.878, 0.349], [-0.108, -0.350, -0.156], [0.675, -0.761, -0.698], [-0.899, -0.511, -0.272], [0.049, 0.107, 0.195], [-0.401, -0.076, -1.104], [0.433, -0.107, 0.063], [-0.360, 0.617, -0.160], [-1.312, 0.372, 0.169], [2.005, -1.367, 0.609], [-0.025, -0.050, 0.028], [-0.653, -0.660, 0.107], [-0.740, 2.561, 2.143], [0.857, 0.398, -2.083], [-0.597, -0.403, 0.457], [0.753, -0.673, 0.176], [-0.710, 1.059, 1.960]]
}

***

{
  "formula": "C16H22ClN3O4S2",
  "method": "ωB97M-V/def2-TZVPD",
  "energy_ev": -63802.421,
  "smiles": "CC(=O)N1CCC(C(=O)N2CCN(S(=O)(=O)c3ccc(Cl)s3)CC2)CC1",
  "max_force_ev_per_a": 0.985,
  "multiplicity": 1,
  "molar_mass_g_mol": 419.96,
  "lumo_energy_ev": 0.11,
  "orbital_gap_ev": 9.12,
  "homo_ev": -9.0,
  "elements": ["C", "C", "O", "N", "C", "C", "C", "C", "O", "N", "C", "C", "N", "S", "O", "O", "C", "C", "C", "C", "Cl", "S", "C", "C", "C", "C", "H", "H", "H", "H", "H", "H", "H", "H", "H", "H", "H", "H", "H", "H", "H", "H", "H", "H", "H", "H", "H", "H"],
  "xyz": [[-6.7168, -3.0298, -0.5888], [-7.0109, -1.5644, -0.3497], [-8.1328, -1.1602, -0.1072], [-5.9542, -0.7207, -0.4311], [-4.5876, -1.1390, -0.6637], [-3.7479, 0.0563, -1.1042], [-3.6521, 1.0926, 0.0310], [-2.5283, 0.6736, 0.9786], [-2.7461, -0.0162, 1.9575], [-1.2710, 1.0906, 0.6857], [-0.7947, 1.7409, -0.5127], [0.1744, 0.8068, -1.2525], [1.2594, 0.3902, -0.3925], [2.5174, 1.4906, -0.2286], [2.5776, 2.0221, 1.1001], [2.4779, 2.3890, -1.3413], [3.9021, 0.4081, -0.4569], [4.6101, 0.2198, -1.6029], [5.6364, -0.7361, -1.4619], [5.6797, -1.2561, -0.2015], [6.7625, -2.4349, 0.3731], [4.4624, -0.5760, 0.8373], [0.7998, -0.2007, 0.8501], [-0.1838, 0.7206, 1.5742], [-4.9841, 1.1446, 0.7975], [-6.1408, 0.6733, -0.0720], [-5.9414, -3.3822, 0.0871], [-6.3947, -3.1939, -1.6152], [-7.6305, -3.5911, -0.4148], [-4.5659, -1.9032, -1.4452], [-4.1511, -1.5644, 0.2504], [-2.7538, -0.2940, -1.3877], [-4.2056, 0.5094, -1.9854], [-3.4371, 2.0779, -0.3865], [-1.6129, 2.0148, -1.1746], [-0.2437, 2.6464, -0.2293], [0.6171, 1.3244, -2.1026], [-0.3455, -0.0925, -1.5981], [4.3986, 0.7640, -2.5042], [6.3100, -1.0232, -2.2476], [1.6711, -0.3807, 1.4792], [0.3225, -1.1561, 0.6110], [-0.6151, 0.2181, 2.4410], [0.3463, 1.6242, 1.8904], [-4.9082, 0.4942, 1.6713], [-5.1771, 2.1581, 1.1489], [-6.2227, 1.2906, -0.9754], [-7.0886, 0.7405, 0.4668]],
  "atomic_forces_ev_per_a": [[-0.229, 0.070, 0.083], [0.033, -0.273, -0.131], [-0.355, -0.050, 0.072], [0.123, 0.331, -0.015], [0.329, -0.324, -0.111], [-0.043, -0.079, 0.053], [-0.033, -0.052, 0.209], [-0.230, 0.293, -0.244], [-0.159, -0.251, 0.235], [0.371, 0.044, 0.137], [0.024, -0.108, -0.407], [-0.295, 0.512, -0.370], [0.729, 0.662, -0.032], [0.354, -0.688, -0.379], [0.012, -0.276, 0.126], [-0.077, -0.138, -0.208], [-0.207, 0.266, 0.326], [-0.324, 0.273, 0.117], [0.083, -0.219, 0.368], [-0.562, 0.415, -0.039], [0.125, -0.150, 0.132], [0.502, -0.162, -0.332], [-0.100, 0.005, 0.590], [0.102, -0.305, 0.296], [-0.053, -0.030, -0.082], [-0.237, 0.316, 0.204], [0.119, -0.084, -0.004], [0.086, -0.044, -0.060], [0.004, 0.040, 0.006], [0.046, 0.050, 0.117], [0.029, -0.036, -0.111], [-0.013, -0.013, -0.081], [0.040, -0.009, -0.036], [0.012, -0.072, 0.000], [0.016, 0.035, 0.051], [-0.131, 0.019, -0.077], [-0.228, -0.082, -0.088], [0.042, 0.049, 0.029], [-0.042, 0.116, -0.198], [0.151, -0.076, -0.101], [-0.139, -0.190, 0.109], [0.075, 0.041, 0.027], [0.116, 0.098, -0.100], [-0.093, -0.078, 0.004], [-0.031, 0.083, -0.041], [-0.010, 0.006, 0.037], [-0.084, 0.007, 0.061], [0.154, 0.057, -0.142]]
}

***

{
  "formula": "C16H22ClO18",
  "method": "ωB97M-V/def2-TZVPD",
  "energy_ev": -66321.655,
  "max_force_ev_per_a": 3.720,
  "multiplicity": 1,
  "molar_mass_g_mol": 537.79,
  "lumo_energy_ev": 2.11,
  "orbital_gap_ev": 9.38,
  "homo_ev": -7.3,
  "charge": -1,
  "elements": ["Cl", "O", "O", "O", "O", "O", "C", "O", "C", "C", "C", "H", "H", "H", "H", "H", "H", "C", "C", "O", "C", "O", "O", "H", "H", "H", "H", "C", "C", "O", "C", "O", "O", "H", "H", "H", "H", "C", "C", "O", "C", "O", "O", "H", "H", "H", "H", "C", "C", "O", "C", "O", "O", "H", "H", "H", "H"],
  "xyz": [[-0.3632, 0.1868, 1.0221], [-0.8158, -1.1494, 0.7853], [1.0322, 0.3384, 1.3027], [-0.7321, 1.0381, -0.1043], [-1.0852, 0.6722, 2.1652], [1.9900, -5.7594, -0.6431], [0.8269, -5.6336, -0.7712], [-0.0926, -6.6022, -0.6511], [-1.3825, -6.1263, -1.0430], [-1.2163, -4.7466, -1.7573], [0.1089, -4.3097, -1.1407], [-1.9729, -6.0034, -0.1309], [-1.8336, -6.9283, -1.6462], [-1.9773, -4.0251, -1.4477], [-1.2773, -4.9228, -2.8299], [-0.0250, -3.7497, -0.2133], [0.7372, -3.6941, -1.7812], [2.3143, -0.0068, -1.8883], [2.0194, 1.2568, -2.7286], [3.3041, 1.3805, -3.3954], [4.0199, 0.2299, -3.4039], [5.0426, 0.0975, -4.0103], [3.3403, -0.6612, -2.6168], [1.4424, -0.6393, -1.7428], [2.7776, 0.2082, -0.9347], [1.7561, 2.0981, -2.0951], [1.3137, 1.1592, -3.5607], [-0.5467, 1.8756, 5.2906], [-2.0199, 1.5386, 5.5996], [-2.0378, 1.3706, 7.0155], [-0.8176, 1.5928, 7.5744], [-0.5857, 1.5056, 8.7217], [0.0759, 1.8451, 6.5411], [-0.5203, 2.8710, 4.8583], [-0.0556, 1.1864, 4.6163], [-2.3052, 0.5770, 5.1774], [-2.6934, 2.3360, 5.2797], [-0.9219, -1.3711, -3.0528], [-2.0585, -2.0168, -3.8475], [-2.6759, -0.9507, -4.4918], [-1.9602, 0.1940, -4.3386], [-2.3283, 1.2357, -4.7143], [-0.8048, -0.0905, -3.5791], [0.0690, -1.8133, -3.1368], [-1.2005, -1.3023, -1.9918], [-2.7726, -2.6011, -3.2791], [-1.6414, -2.6556, -4.6353], [1.0250, 4.1186, 1.2840], [0.6432, 5.3493, 2.1075], [0.2939, 6.3118, 1.1268], [0.8576, 5.9705, -0.0878], [0.8813, 6.6735, -1.0158], [1.3939, 4.6967, 0.0603], [0.2439, 3.3774, 1.0758], [1.8814, 3.5623, 1.6671], [1.5302, 5.6795, 2.6464], [-0.2009, 5.2255, 2.7897]],
  "atomic_forces_ev_per_a": [[-1.796, 2.214, 0.181], [0.821, -1.068, -0.607], [0.827, -0.818, -0.432], [0.594, -0.609, -0.190], [-0.355, 0.303, 1.008], [1.408, -0.789, 0.480], [-1.293, 2.080, -0.873], [0.102, -0.357, -0.162], [-0.887, 0.114, 0.182], [-0.130, -0.716, 1.144], [0.569, -0.493, -0.424], [-0.025, -0.083, -0.055], [0.097, 0.455, 0.071], [-0.224, -0.393, -0.214], [0.502, 0.390, -0.087], [-0.210, 0.024, 0.000], [0.126, -0.163, 0.017], [-0.406, 0.691, -0.219], [0.866, -1.180, -0.247], [0.441, 1.027, -0.109], [-1.304, 0.780, 0.543], [-0.676, -0.550, 0.604], [1.157, -0.895, -1.217], [0.182, -0.161, -0.054], [-0.433, 0.419, 0.416], [0.361, 0.243, -0.178], [-0.226, -0.276, 0.624], [-1.005, 0.131, -0.573], [0.496, -0.670, -0.270], [-0.068, 0.451, 0.612], [-0.394, -0.293, -2.884], [0.547, 0.195, 0.834], [0.332, 0.117, 2.192], [0.398, 0.217, 0.037], [-0.069, -0.191, -0.116], [-0.172, 0.185, -0.235], [-0.043, -0.199, 0.235], [-0.176, -0.672, 1.371], [1.371, -1.227, -0.736], [-0.472, 1.037, -0.204], [0.798, -1.701, 1.761], [0.224, 1.327, -0.625], [-1.649, 1.733, -1.785], [-0.235, -0.519, -0.095], [0.237, 0.066, -0.059], [-0.073, 0.189, 0.257], [-0.093, -0.202, 0.134], [-0.436, -0.693, 0.309], [0.035, -0.568, 0.159], [0.107, 0.199, -0.730], [0.053, -2.031, 3.116], [0.172, 0.593, -1.525], [0.129, 1.669, -1.870], [-0.178, 0.287, 0.303], [-0.038, 0.203, 0.140], [-0.066, 0.274, 0.185], [0.177, -0.093, -0.141]]
}

***

{
  "formula": "C16H22F3O4PReS6Sb",
  "method": "ωB97M-V/def2-TZVPD",
  "energy_ev": -116263.060,
  "max_force_ev_per_a": 4.106,
  "multiplicity": 2,
  "molar_mass_g_mol": 866.69,
  "lumo_energy_ev": [1.55, 1.56],
  "orbital_gap_ev": [5.86, 5.65],
  "homo_ev": [-4.3, -4.1],
  "relative_energy_kj_mol": 0.0,
  "charge": -1,
  "elements": ["Re", "S", "Sb", "S", "S", "S", "C", "C", "O", "P", "S", "S", "O", "C", "C", "H", "H", "H", "H", "H", "H", "H", "H", "H", "H", "C", "C", "C", "C", "C", "C", "C", "C", "C", "C", "H", "H", "H", "H", "H", "H", "H", "H", "H", "H", "H", "H", "F", "C", "F", "F", "C", "O", "O"],
  "xyz": [[-11.7659, -12.1716, 3.9242], [-17.1006, -13.1206, 4.3845], [-15.5710, -11.7407, 5.4593], [-13.1484, -13.8706, 4.8532], [-14.2430, -12.4775, 3.3617], [-14.0461, -13.6451, 6.6287], [-7.9917, -10.7714, 0.4332], [-8.4399, -12.2189, 0.3839], [-9.8232, -12.3443, 0.0610], [-11.1077, -12.3632, 0.9714], [-11.3522, -10.6467, 1.9681], [-11.2451, -13.8572, 2.3768], [-12.2353, -12.5344, -0.1534], [-12.9067, -13.8519, -0.5597], [-12.0028, -14.4001, -1.6344], [-6.9851, -10.7474, 0.7611], [-8.6443, -10.3062, 1.1634], [-8.1901, -10.2551, -0.5602], [-8.1688, -12.7563, 1.3033], [-7.9486, -12.8230, -0.4621], [-13.9256, -13.6251, -0.8278], [-12.9615, -14.5180, 0.3698], [-12.1940, -13.9301, -2.5892], [-12.1836, -15.4585, -1.7863], [-11.0037, -14.3445, -1.3861], [-8.2232, -12.4651, 6.4558], [-9.6300, -13.1844, 6.0984], [-10.5967, -12.7686, 7.1923], [-10.0834, -12.6080, 4.7308], [-9.4956, -14.6968, 5.9981], [-9.8351, -15.5842, 7.0484], [-9.7026, -16.9587, 6.7993], [-9.3237, -17.4723, 5.5935], [-8.9172, -16.5799, 4.5662], [-8.9254, -15.2327, 4.8339], [-8.3321, -11.3624, 6.3305], [-7.3294, -12.7043, 5.8245], [-8.0754, -12.6238, 7.5653], [-10.7371, -11.6333, 7.1795], [-10.2041, -13.1358, 8.1626], [-11.6405, -13.1980, 7.0907], [-9.2171, -12.5738, 4.0020], [-10.2531, -15.1905, 7.9968], [-9.8367, -17.5664, 7.6973], [-9.3159, -18.5516, 5.4264], [-8.4347, -16.9863, 3.6750], [-8.4304, -14.5441, 4.2023], [-14.7074, -8.2936, 4.5488], [-13.4209, -8.5375, 4.2209], [-13.3761, -8.8988, 2.9081], [-12.6777, -7.3901, 4.3640], [-12.9368, -9.6981, 5.0960], [-13.5006, -10.0098, 6.1787], [-11.8643, -10.2467, 4.5691]],
  "atomic_forces_ev_per_a": [[1.665, -0.833, 0.445], [0.077, 0.842, 1.074], [-1.254, -1.777, -0.920], [0.071, 1.192, -1.731], [1.129, -0.691, 1.362], [-1.000, 0.473, 0.424], [-1.909, -0.085, -1.281], [0.955, -1.305, -1.335], [0.323, -0.275, -0.666], [-1.230, -0.530, 0.638], [0.449, -0.775, -0.475], [0.346, -0.402, -2.021], [-0.956, -0.932, -0.048], [1.920, 0.391, 2.250], [-2.527, -0.906, -0.731], [1.092, 0.341, 0.087], [0.130, 0.394, 0.223], [0.576, -0.637, 1.183], [-0.431, 0.184, 0.029], [-0.407, 1.030, 1.164], [-0.076, 0.396, -0.341], [0.294, 0.985, -1.216], [0.150, 0.348, -0.201], [-0.319, -0.357, -0.016], [2.123, 0.492, 0.674], [-0.700, 0.195, 0.477], [0.898, 1.503, -0.627], [-1.195, 0.637, 0.482], [0.466, -0.171, -0.098], [0.194, -0.459, 0.874], [-0.132, 0.878, -1.318], [-0.294, 0.549, 1.964], [0.301, 0.077, -1.306], [0.375, -1.012, 0.985], [-0.314, -0.210, 0.640], [-0.274, -0.668, 0.071], [-0.844, -0.430, 0.628], [0.387, -0.048, -1.239], [0.333, -1.530, 0.215], [-0.248, 0.591, -0.245], [1.375, 0.446, -0.062], [-0.645, -0.234, 0.581], [0.453, -0.523, -0.733], [-0.275, -0.368, -0.562], [0.139, 0.330, 0.084], [-0.362, 0.228, 0.098], [0.094, 0.487, -0.976], [0.505, 0.550, -0.488], [-0.390, 0.249, -0.284], [-0.326, 0.782, 1.123], [-0.897, -1.134, -0.100], [1.721, -1.711, 2.192], [1.205, 1.130, -2.957], [-2.741, 2.304, 2.010]]
}